1.
A molecular structure, C26H20IrN6O2S2, computed with the ωB97M-V functional and the def2-TZVPD basis.

Values from the calculation:
E_HOMO (spin up / spin down): -13.602 / -14.233 eV
E: -2382.037130 Eh
Multiplicity: 2
Frontier orbital gap (spin up / spin down): 0.2748 / 0.2251 hartree
ΔE to the lowest compared entry with this formula, charge and spin: 45.1 kJ/mol
Total charge: +2

Positions of all 57 atoms, in Å:
N 0.832 -1.018 0.513
O 1.744 -1.392 -2.317
C -3.897 -2.156 0.301
H -0.061 1.247 3.895
Ir -0.325 0.264 -0.458
C -1.192 -2.180 0.767
C 3.999 2.344 -0.665
C -3.060 -1.107 -0.098
C 3.790 1.011 -0.252
C -1.368 1.498 2.229
C -1.329 -4.303 1.932
N 0.636 -1.729 -2.602
H 0.464 -4.983 2.849
C 4.841 0.093 0.017
H 0.618 0.817 -3.458
C 4.556 -1.193 0.385
C -0.277 1.169 -3.967
C -1.965 -3.263 1.206
H -3.971 -4.066 1.254
H 0.763 3.244 -0.996
H -3.736 3.792 1.091
C -0.001 -4.211 2.252
C -0.526 0.646 3.115
H 0.254 0.165 2.531
H 3.052 4.188 -1.201
C -2.156 2.535 -1.098
C -2.787 3.377 -1.948
C 2.924 3.157 -0.905
C 0.217 -2.127 1.043
C 0.776 -3.120 1.833
H -1.131 -0.121 3.602
C 2.469 0.569 -0.122
H -3.501 4.152 -1.723
H 0.007 1.849 -4.768
C -2.180 2.438 0.356
N -1.272 1.664 -1.711
N -1.759 -1.119 0.115
H -0.777 0.306 -4.407
H -1.916 -5.151 2.259
O -0.327 -1.001 -2.074
H 5.010 2.716 -0.775
C 1.633 2.633 -0.793
S -2.234 3.100 -3.539
H -4.956 -2.098 0.093
C -1.182 1.864 -3.010
C -3.352 -3.236 0.938
H 1.797 -3.045 2.172
H 5.359 -1.900 0.542
H -3.455 -0.246 -0.621
H 3.055 -2.665 0.792
C 3.233 -1.626 0.564
N 1.409 1.379 -0.442
S -2.562 2.546 2.842
C 2.178 -0.749 0.374
H 5.866 0.420 -0.092
N -1.269 1.548 0.918
C -2.957 3.069 1.266

***

2.
A molecular structure, C26H20MoN5O4S4Sb in a non-equilibrium geometry, computed with the ωB97M-V functional and the def2-TZVPD basis.

Values from the calculation:
E_HOMO: -0.217 eV
E: -3478.940681 Eh
Frontier orbital gap: 0.1552 hartree
ΔE to the lowest compared entry with this formula, charge and spin: 174.1 kJ/mol
Total charge: -2

Positions of all 61 atoms, in Å:
H 4.986 -3.548 4.204
H 2.478 -3.787 -0.023
O 3.277 -1.679 3.919
C 1.790 -1.698 1.412
C 1.220 0.048 -2.490
C 3.291 1.156 -2.950
H -1.996 -3.982 3.320
S -2.172 2.141 -3.838
H 2.537 -1.111 3.563
H 4.155 -5.526 0.491
S -2.722 0.121 -0.692
H 0.650 0.965 3.696
C -1.167 -4.454 0.090
N -1.082 -2.109 0.685
C -0.321 2.742 0.908
H -1.695 -5.840 1.648
C 0.011 -0.753 -2.840
H 2.258 1.503 0.249
H 4.097 1.420 -3.618
C -0.517 5.080 1.535
S -2.508 0.439 1.269
C 4.682 -4.657 2.386
S -4.976 3.117 -1.567
H -0.485 5.509 3.640
H 2.148 0.042 -4.405
C -1.544 -4.810 1.367
H -0.665 6.109 1.240
Sb -2.710 2.573 -1.621
H -1.020 -5.180 -0.695
O -0.408 1.834 -0.032
H -0.761 -0.060 -3.230
C 2.770 -2.717 1.793
C 2.218 0.383 -3.383
C -0.409 4.744 2.878
H -0.578 4.351 -0.477
H -1.592 -1.671 2.633
Mo -0.373 -0.268 0.049
H 0.219 -1.519 -3.596
C 2.272 1.195 -0.791
H 4.106 2.184 -1.236
C -0.097 2.408 2.278
O -0.412 -3.486 -2.528
N 1.436 -0.812 2.315
C -0.560 -2.698 -1.585
H 5.431 -5.402 2.624
N -0.445 -1.367 -1.629
C 0.336 1.116 2.663
C -0.193 3.433 3.236
O 1.352 -1.656 0.211
C -1.710 -3.772 2.300
C -0.470 4.093 0.570
N 1.241 0.439 -1.204
C 4.435 -3.626 3.280
C -1.475 -2.477 1.919
C 3.970 -4.729 1.197
N 0.593 0.131 1.822
C 3.481 -2.653 3.007
C 3.300 1.573 -1.620
C -0.942 -3.123 -0.229
C 3.034 -3.760 0.902
H -0.081 3.172 4.280

***

3.
A single C26H20N2O4 molecule in a non-equilibrium geometry, computed with the ωB97M-V functional and the def2-TZVPD basis.

Values from the calculation:
E_HOMO: -7.762 eV
E: -1413.239964 Eh
Frontier orbital gap: 0.3024 hartree
ΔE to the lowest compared entry with this formula, charge and spin: 199.7 kJ/mol
SMILES string: COc1ccccc1OCC(=O)Nc1oc(-c2ccccc2)c(-c2ccccc2)c1C#N

Positions of all 52 atoms, in Å:
C -6.884 -1.075 0.226
C 5.716 3.195 0.208
O 1.011 1.554 0.105
C 1.930 -0.495 0.203
H -3.953 -1.467 -2.682
C 2.187 0.856 0.143
H 6.613 3.796 0.220
H -7.930 0.040 1.723
C 4.542 3.706 -0.322
C 4.590 1.135 0.716
C 4.560 -3.820 0.084
C 3.411 1.637 0.165
C -4.815 0.732 0.606
O -3.790 1.611 0.891
N -0.950 -2.706 0.233
C 2.623 -2.733 0.991
O -1.055 3.254 -0.568
H 5.623 -2.728 -1.421
H -2.232 -1.290 -2.261
C -7.023 -0.058 1.149
H -1.997 0.374 0.268
C -0.281 -1.773 0.233
C -5.714 -1.205 -0.505
C -3.276 2.408 -0.160
H -3.671 2.100 -1.134
H -6.066 1.644 2.052
H 3.294 -4.670 1.587
O -3.468 -0.374 -0.986
C 3.937 -1.639 -0.697
H 5.225 -4.670 0.050
H -3.249 -2.407 -1.327
H -5.618 -2.018 -1.207
H -7.683 -1.783 0.070
H 4.105 -0.791 -1.345
H 6.642 1.514 1.158
C 2.850 -1.627 0.177
H 1.780 -2.736 1.667
C 3.395 2.938 -0.343
C -3.231 -1.453 -1.861
C 0.014 0.679 0.147
C 4.785 -2.728 -0.739
H -3.558 3.454 0.012
C 0.498 -0.614 0.216
C 5.733 1.911 0.730
C -4.667 -0.314 -0.323
H 4.521 4.710 -0.721
H 2.477 3.333 -0.750
C 3.477 -3.820 0.947
C -1.751 2.333 -0.226
H 4.604 0.144 1.143
N -1.293 1.092 0.125
C -5.988 0.844 1.333

***

4.
A molecular structure, C26H21AuN5OS, computed with the ωB97M-V functional and the def2-TZVPD basis.

Values from the calculation:
E_HOMO: -17.154 eV
E: -1885.274233 Eh
Frontier orbital gap: 0.2409 hartree
Total charge: +3

Positions of all 55 atoms, in Å:
H -3.426 -4.985 -0.153
C -2.126 -3.376 0.384
C -4.922 0.463 -0.831
C -3.562 0.166 -0.820
H 6.016 2.242 -1.198
H -2.080 4.454 -1.416
C 2.579 -3.876 0.509
N -2.658 1.135 -0.922
C 4.340 5.176 -1.625
C -3.969 -4.122 1.741
C 3.124 -4.000 1.784
Au -0.633 0.971 -0.843
H 6.423 4.653 -1.529
C -2.608 -2.304 2.525
N 0.403 3.585 -1.379
H 2.994 -4.441 -0.315
O -0.436 -0.969 -0.316
C 1.459 2.836 -1.248
C 0.953 -2.374 1.388
C -5.328 1.778 -0.935
C -1.939 3.390 -1.256
H 4.539 6.226 -1.785
C -3.198 -4.226 0.583
H -4.661 3.826 -1.176
C -1.848 -2.427 1.367
C 2.383 0.653 -0.940
C -4.370 2.790 -1.064
N 3.599 1.118 -1.039
H -2.372 -1.554 3.271
H 1.037 -2.970 -0.686
C -3.674 -3.175 2.710
H -3.192 -0.847 -0.727
C 2.577 -3.314 2.859
H 2.208 5.406 -1.671
H 3.001 -3.422 3.848
H -6.380 2.030 -0.929
H -5.638 -0.343 -0.754
H 1.056 -1.935 3.500
H 4.375 0.466 -0.993
S -0.473 -1.339 1.230
H -1.512 -3.458 -0.504
C 3.878 2.482 -1.229
C 3.040 4.726 -1.560
C 1.484 -3.054 0.296
H 3.986 -4.636 1.938
C 5.186 2.931 -1.292
H 2.232 -0.410 -0.794
H -4.810 -4.787 1.882
H -4.271 -3.109 3.609
N -0.752 2.893 -1.242
N 1.322 1.447 -1.017
C -3.040 2.444 -1.066
C 1.485 -2.480 2.667
C 2.792 3.362 -1.352
C 5.407 4.283 -1.485

***

5.
A molecular structure, C26H21BaN6O4P, computed with the ωB97M-V functional and the def2-TZVPD basis.

Values from the calculation:
E_HOMO: -8.818 eV
E: -1999.905314 Eh
Frontier orbital gap: 0.3049 hartree
ΔE to the lowest compared entry with this formula, charge and spin: 0.0 kJ/mol

Positions of all 59 atoms, in Å:
C -3.389 0.446 -4.656
C 2.062 2.718 2.714
C -1.165 -2.663 -1.811
C -1.079 1.105 -4.680
C 3.818 -1.703 1.886
H 0.092 0.479 -2.991
C -1.953 -0.154 -2.817
N 3.291 -1.564 0.669
H -1.964 -3.092 -2.416
C 5.875 -2.459 0.960
C -5.254 -0.142 0.393
C -5.749 -1.386 0.768
N 3.842 2.303 3.687
C -0.891 0.490 -3.451
O 1.705 -0.994 2.707
C 5.119 -2.133 2.081
H 6.892 -2.813 1.076
H -0.248 1.595 -5.170
C -1.220 2.983 1.237
C 0.688 3.163 2.449
C 3.885 1.697 2.498
C 0.077 4.134 3.244
H -1.755 2.511 0.420
O 2.303 -0.780 -1.635
H -3.641 0.925 -0.522
C -4.019 -0.048 -0.222
H -5.834 0.752 0.584
Ba 1.216 0.016 0.469
C -3.768 -2.431 -0.111
H -3.200 -3.332 -0.306
H 4.696 1.074 2.160
O 3.468 -0.977 4.098
H 5.873 -2.518 -1.215
H 0.617 4.586 4.066
H -6.713 -1.462 1.254
C -2.330 1.091 -5.279
C -3.203 -0.180 -3.432
C -1.819 3.948 2.025
C 5.328 -2.304 -0.307
P -1.605 -0.983 -1.222
H 4.500 2.242 4.445
H -0.263 -2.560 -2.416
C 4.031 -1.831 -0.404
N 2.771 1.951 1.842
H -4.364 0.427 -5.127
C 3.360 -1.502 -1.738
C -5.004 -2.526 0.517
N -1.170 4.526 3.035
C -3.264 -1.192 -0.490
O 3.879 -1.929 -2.759
N 0.034 2.583 1.442
H 5.503 -2.193 3.089
C 2.922 -1.207 3.017
H -2.479 1.578 -6.234
H -2.838 4.270 1.851
H -4.036 -0.681 -2.955
H -0.930 -3.322 -0.974
N 2.687 2.962 3.846
H -5.387 -3.496 0.808

***

6.
A molecular structure, C26H21Cl3FN4O9Re, computed with the ωB97M-V functional and the def2-TZVPD basis.

Values from the calculation:
E_HOMO (spin up / spin down): -10.221 / -10.215 eV
E: -3457.873750 Eh
Multiplicity: 4
Frontier orbital gap (spin up / spin down): 0.2415 / 0.2311 hartree
Total charge: +1

Positions of all 65 atoms, in Å:
F 3.467 6.458 -0.273
O 1.518 -1.870 -0.402
Cl -2.959 2.631 0.325
O 0.332 2.312 0.529
H 7.779 -0.789 -1.340
C 6.857 -0.244 -1.482
H 3.672 3.517 1.575
H 6.784 5.662 1.314
C 6.839 6.289 0.427
H 8.847 7.186 0.270
C 2.676 -1.595 0.136
C 2.518 4.377 -0.245
H 7.312 8.285 -1.476
H 9.130 6.683 -1.981
H 6.516 7.297 0.715
H 3.231 2.923 -2.414
C 2.199 1.156 -1.757
O 0.342 -0.463 1.545
C 2.843 2.317 -1.610
H 2.681 2.041 3.002
C 4.941 2.345 0.466
C 1.374 -0.302 2.392
H 7.872 1.665 -2.066
H 7.250 7.558 -3.089
C 5.581 3.470 -0.109
C -3.011 1.768 -1.223
C 1.555 0.364 -2.865
C 8.285 6.325 -0.087
C 2.555 0.390 1.732
C -2.950 0.263 -0.865
O 0.492 -0.299 -2.416
C 7.139 7.361 -2.025
C 3.639 5.111 -0.264
C 2.987 1.608 2.057
H 5.095 7.517 -1.411
H 7.981 5.487 -1.945
N 5.208 1.084 0.017
H 1.558 4.873 -0.225
H 6.102 1.553 -2.508
N 6.008 5.742 -0.628
H 5.376 6.203 -2.555
H 7.299 1.001 0.300
C 6.913 1.198 -1.887
Re 0.136 -0.491 -0.449
C 6.569 0.824 -0.478
O 1.329 -0.592 3.547
O -3.921 -0.410 -0.767
C 2.627 2.904 -0.189
H 6.049 -0.832 -1.889
C 2.920 -0.068 0.356
C 5.785 6.714 -1.682
C 1.412 2.089 0.130
H 4.822 -0.864 -0.286
Cl -1.640 2.271 -2.239
O 3.513 -2.403 0.417
H 6.599 3.353 -0.460
N 8.224 6.417 -1.594
Cl -4.499 2.111 -2.079
C 5.051 4.725 -0.304
O -1.732 -0.154 -0.509
O 1.936 0.399 -4.000
C 4.369 0.075 -0.022
C 3.615 2.565 1.051
N 1.804 0.696 -0.450
H 8.834 5.413 0.145

***

7.
A molecular structure, C26H21F2MgN5O3S, computed with the ωB97M-V functional and the def2-TZVPD basis.

Values from the calculation:
E_HOMO: -7.973 eV
E: -2301.050388 Eh
Frontier orbital gap: 0.2719 hartree
ΔE to the lowest compared entry with this formula, charge and spin: 4.9 kJ/mol

Positions of all 59 atoms, in Å:
H 0.580 0.042 3.625
C -1.157 0.281 4.865
H -2.250 -2.121 1.669
F -4.237 2.400 -2.605
C -1.219 -3.854 2.443
H -2.118 -4.343 2.789
C -2.125 0.947 -0.017
C -0.472 0.303 3.671
N 1.986 -0.470 1.115
H -5.373 3.117 -0.388
C -2.324 1.017 2.467
H 2.136 -4.186 2.245
C -3.087 0.996 3.643
Mg -0.222 0.095 0.510
C 0.789 2.604 -4.178
C 2.649 1.643 0.286
H 1.287 2.942 -6.242
N -1.029 0.644 2.506
H 0.499 3.628 -3.988
H 1.735 -1.820 -4.126
H -2.125 1.008 -2.189
C 1.577 0.903 -5.702
C -1.300 -2.619 1.820
N -0.228 -1.973 1.366
C 0.711 1.655 -3.175
C 0.027 -4.432 2.602
C -2.627 1.302 -1.272
H -3.093 0.603 5.742
C 1.498 -0.054 -4.688
C 1.063 0.324 -3.408
N 2.934 0.318 0.521
C 1.147 -3.764 2.131
S 1.348 2.455 0.931
H 1.912 0.588 -6.682
H 3.623 -0.135 -0.061
H 0.131 -5.393 3.089
H -4.129 1.264 3.605
O 0.669 -0.255 -1.157
H 0.357 1.925 -2.187
C 3.255 -2.405 0.289
F -4.686 2.625 2.023
H 3.202 -3.486 0.373
C 0.977 -2.532 1.524
H 3.156 -2.165 -0.777
C 1.227 2.212 -5.444
O 1.349 -1.860 -2.529
C -2.502 0.625 4.835
H 3.325 3.169 -0.813
H 4.145 1.699 -1.121
C -2.851 1.381 1.118
C -3.998 2.152 0.950
H -0.657 0.002 5.782
O 1.853 -1.317 -4.975
H 4.229 -2.075 0.655
N 3.565 2.242 -0.501
C 1.000 -0.682 -2.304
C 2.131 -1.736 1.009
C -3.776 2.058 -1.382
C -4.487 2.508 -0.286

***

8.
2 unconnected molecules or ions with the total composition C26H21F2N2O in a non-equilibrium geometry, computed with the ωB97M-V functional and the def2-TZVPD basis.

Values from the calculation:
E_HOMO: -11.048 eV
E: -1387.529921 Eh
Frontier orbital gap: 0.1920 hartree
Total charge: +1

Positions of all 52 atoms, in Å:
C -2.026 -1.421 0.757
N 0.435 -0.186 2.800
C 2.027 3.013 -4.787
H 4.034 1.838 0.072
H 1.610 2.493 3.544
C -1.255 -4.211 2.284
C 2.540 2.197 3.089
H 2.766 2.565 -2.874
C -0.217 3.859 -4.902
C 4.934 1.427 1.921
C -2.692 -3.807 0.224
H -4.251 -0.908 -0.518
C 4.782 1.398 3.297
C -5.002 -2.862 -0.986
H -1.400 -2.706 3.860
C -1.754 -2.867 2.834
H -5.469 -4.917 -1.325
H -0.207 -4.367 2.572
H -0.313 3.434 -0.881
C 1.922 2.937 -3.418
H 5.608 1.061 3.896
C -1.360 -1.697 1.999
C 2.661 2.236 1.689
H -0.582 -3.738 0.287
C 3.589 1.784 3.875
N -0.425 -0.903 2.415
H 0.624 2.850 1.341
O -1.845 -0.362 0.165
C 1.569 2.655 0.868
H -1.236 4.083 -3.048
H -1.807 -5.030 2.760
H -5.887 -2.494 -1.477
C -3.612 -4.690 -0.313
C 1.660 2.812 -0.497
C -4.107 -1.973 -0.441
C -2.960 -2.429 0.188
H -1.046 4.220 -5.491
C -1.387 -4.312 0.759
H -1.228 -5.343 0.422
C 3.888 1.843 1.133
H -3.398 -5.747 -0.290
C 0.952 3.475 -5.529
F 6.100 1.041 1.350
C -4.760 -4.219 -0.914
C 0.747 3.311 -2.749
H 2.618 2.643 -0.944
H -2.848 -2.880 2.900
F 3.170 2.629 -5.405
H 1.047 3.522 -6.600
H 3.484 1.760 4.948
C -0.324 3.781 -3.532
C 0.634 3.203 -1.330